{
  "formula": "H10NaO5",
  "method": "the ωB97M-V functional and the def2-TZVPD basis",
  "relative_energy_kcal_mol": 11.2,
  "gap_ha": 0.43782,
  "total_energy_ha": -544.3543,
  "total_charge": 1,
  "species": ["Na", "O", "H", "H", "O", "H", "H", "O", "H", "H", "O", "H", "H", "O", "H", "H"],
  "xyz": [[-0.466, 27.830, 13.238], [0.516, 25.814, 12.453], [1.203, 25.806, 13.121], [0.958, 25.673, 11.591], [-2.204, 28.061, 11.759], [-1.897, 28.222, 10.882], [-3.180, 28.070, 11.736], [-1.556, 26.483, 14.727], [-1.210, 26.339, 15.626], [-1.470, 25.558, 14.457], [1.468, 28.173, 14.296], [2.257, 28.349, 13.798], [1.767, 27.674, 15.084], [0.566, 28.614, 11.166], [1.420, 28.256, 11.236], [0.879, 29.311, 10.575]],
  "atomic_forces_ev_per_a": [[-0.5, 0.1, -0.4], [0.1, 0.1, -0.7], [0.4, -0.2, 0.0], [-0.4, -0.1, 0.7], [-1.0, -0.2, 1.1], [0.2, 0.2, -1.0], [0.7, 0.0, 0.0], [0.8, -0.9, 0.9], [-0.4, 0.8, 0.0], [-0.4, 0.0, -0.8], [-0.1, -0.8, 1.0], [0.7, 0.3, -0.2], [-0.2, 0.6, -0.5], [-0.6, 1.1, -0.6], [1.8, -1.8, 0.7], [-1.1, 0.7, -0.2]],
  "mulliken_charge": [0.9308, -0.5994, 0.3422, 0.2887, -0.5836, 0.2872, 0.2807, -0.6605, 0.3318, 0.3315, -0.6254, 0.3061, 0.3184, -0.5069, 0.2779, 0.2804]
}

=====

{
  "formula": "C5H13N",
  "method": "the ωB97M-V functional and the def2-TZVPD basis",
  "relative_energy_kcal_mol": 81.4,
  "gap_ha": 0.38148,
  "total_energy_ha": -252.9334,
  "smiles": "C=NC.CCC",
  "species": ["C", "C", "C", "H", "H", "H", "H", "H", "H", "H", "H", "C", "C", "N", "H", "H", "H", "H", "H"],
  "xyz": [[1.395, 2.409, -0.988], [0.339, 1.808, -2.019], [-0.959, 1.409, -1.296], [2.343, 2.813, -1.558], [0.906, 3.113, -0.391], [1.676, 1.539, -0.359], [0.257, 2.592, -2.864], [0.767, 0.844, -2.489], [-1.367, 2.429, -1.083], [-0.722, 0.779, -0.358], [-1.554, 0.882, -2.091], [-1.077, -2.317, 1.173], [0.421, -2.832, 2.898], [-0.945, -2.663, 2.589], [-1.092, -1.161, 0.980], [-0.252, -2.750, 0.625], [-2.026, -2.685, 0.986], [0.697, -3.007, 4.107], [1.195, -3.202, 2.136]],
  "atomic_forces_ev_per_a": [[1.3, -2.3, -2.8], [2.2, -0.3, -0.6], [0.6, 0.8, -0.8], [-1.9, -0.6, 1.4], [-0.4, 1.4, 0.9], [0.2, 0.7, -0.1], [-0.5, -1.4, 1.2], [-0.3, 1.6, 0.5], [-0.5, -1.3, 0.5], [-0.6, 1.0, -1.6], [0.0, 0.3, 1.3], [0.9, 1.8, 1.0], [-4.9, -1.6, 1.8], [7.7, 0.9, 1.6], [0.0, -2.1, 0.6], [-0.1, -0.1, -0.7], [-1.8, -0.7, -1.5], [-0.8, 0.5, -3.6], [-1.0, 1.2, 0.9]],
  "mulliken_charge": [-0.9982, -0.3759, -0.6110, 0.2738, 0.3333, 0.2642, 0.2852, 0.2680, 0.2782, -0.0134, 0.3027, -0.4844, -0.2377, -0.3632, 0.0863, 0.3120, 0.2561, 0.2155, 0.2085]
}

=====

{
  "formula": "C3H12O4",
  "method": "the ωB97M-V functional and the def2-TZVPD basis",
  "relative_energy_kcal_mol": 46.9,
  "gap_ha": 0.36389,
  "total_energy_ha": -422.3867,
  "smiles": "C/C=C/O.O.O.O",
  "species": ["C", "C", "C", "O", "H", "H", "H", "H", "H", "H", "H", "H", "O", "H", "H", "O", "H", "H", "O"],
  "xyz": [[-2.771, -1.507, 1.093], [-1.632, -0.896, 0.406], [-0.423, -0.640, 0.838], [0.605, 0.110, 0.166], [-3.014, -0.891, 1.958], [-3.831, -1.531, 0.564], [-2.606, -2.534, 1.326], [-1.996, -0.473, -0.523], [-0.139, -1.143, 1.724], [0.326, 0.068, -0.705], [-0.318, -1.887, -2.974], [1.156, -1.617, -2.849], [0.357, -1.269, -3.327], [0.282, 4.766, 0.240], [-0.393, 4.406, -1.121], [0.116, 3.975, -0.340], [2.402, -0.430, 1.159], [3.217, 0.514, 1.748], [3.156, -0.439, 1.680]],
  "atomic_forces_ev_per_a": [[-2.9, -0.1, 0.3], [-1.0, 1.4, -2.4], [1.2, 0.3, -0.7], [-1.1, -1.6, 3.7], [0.1, -0.5, 0.5], [2.5, 0.3, 0.3], [0.2, -0.8, 0.7], [0.6, 0.4, -0.5], [0.9, 0.2, 1.0], [-0.6, 0.3, -3.2], [0.3, 0.6, -0.5], [-0.9, 0.7, -0.8], [0.6, -1.3, 1.4], [-0.2, -1.2, -0.7], [1.3, -1.2, 2.0], [-1.1, 2.4, -1.2], [-2.7, -0.8, -1.9], [0.7, 0.4, 0.5], [1.9, 0.4, 1.4]],
  "mulliken_charge": [-1.1412, -0.0917, -0.0390, -0.5327, 0.3052, 0.2738, 0.2915, 0.3036, 0.3297, 0.2685, 0.3270, 0.3284, -0.6631, 0.3187, 0.3252, -0.6375, 0.3531, 0.3103, -0.6297]
}

=====

{
  "formula": "C21H18BrCl2N3O4S",
  "method": "the ωB97M-V functional and the def2-TZVPD basis",
  "relative_energy_kcal_mol": 0.0,
  "gap_ha": 0.33400,
  "total_energy_ha": -5168.8413,
  "smiles": "C[C@@]1(Cc2ccc(Br)cc2)C(=O)N(c2cc(Cl)cc(Cl)c2)c2ncc(S(=O)(=O)CCO)n21",
  "species": ["O", "O", "O", "Cl", "Cl", "Br", "N", "O", "C", "C", "C", "C", "C", "C", "C", "C", "C", "C", "C", "C", "C", "C", "C", "C", "N", "N", "C", "C", "C", "C", "C", "S", "H", "H", "H", "H", "H", "H", "H", "H", "H", "H", "H", "H", "H", "H", "H", "H", "H", "H"],
  "xyz": [[0.280, -1.806, 3.290], [1.406, 3.335, 0.372], [-0.790, 4.348, 0.269], [-5.673, -3.894, 0.322], [-1.234, -6.565, 2.009], [2.323, -0.730, -4.833], [-2.374, 0.151, 0.016], [0.966, 4.531, -3.920], [-0.080, -1.159, 2.274], [-1.448, -0.297, 0.802], [-1.975, 1.417, -0.353], [-0.741, 1.720, 0.146], [-3.364, -5.031, 1.244], [2.638, 0.639, -2.392], [1.796, -1.610, -2.155], [-3.287, -2.643, 1.050], [-1.338, -3.835, 1.777], [2.556, 0.869, -1.014], [1.802, -1.426, -0.758], [-3.983, -3.864, 0.884], [-2.033, -5.050, 1.704], [2.249, -0.576, -2.967], [-1.945, -2.614, 1.434], [2.125, -0.178, -0.172], [-1.217, -1.423, 1.554], [-0.429, 0.618, 0.923], [1.135, 4.382, -2.515], [0.583, 1.175, 3.103], [2.014, 0.007, 1.338], [0.077, 3.396, -2.025], [0.572, 0.212, 1.901], [0.065, 3.273, -0.209], [1.523, 3.913, -4.418], [-2.577, 2.086, -0.978], [-3.865, -5.988, 1.125], [3.080, 1.402, -3.056], [1.598, -2.584, -2.569], [-3.914, -1.756, 0.855], [-0.314, -3.864, 2.142], [2.895, 1.787, -0.596], [1.521, -2.290, -0.127], [1.056, 5.358, -2.025], [2.168, 4.013, -2.324], [0.585, 2.200, 2.704], [1.463, 1.042, 3.725], [-0.330, 1.089, 3.730], [2.601, 0.875, 1.619], [2.484, -0.855, 1.846], [0.250, 2.423, -2.458], [-0.900, 3.778, -2.301]],
  "atomic_forces_ev_per_a": [[-0.6, 1.4, -3.3], [-0.8, -1.0, -0.9], [-0.1, -0.9, -0.7], [1.3, 0.1, 0.4], [-0.2, 0.4, 0.1], [0.0, -0.2, -0.3], [-1.2, -0.1, -0.2], [0.0, 0.2, -0.2], [1.6, -1.5, 4.9], [0.9, 2.8, -1.4], [-0.2, 0.1, -0.6], [-0.5, 0.0, 0.0], [0.4, -1.6, 0.0], [0.3, 0.4, -0.3], [0.8, 0.3, 0.7], [-1.6, 0.4, -0.7], [0.4, -0.7, 0.3], [-0.2, -1.8, -0.4], [-0.3, 0.4, -0.2], [0.5, 0.9, 0.5], [-0.5, 1.6, -0.8], [-0.2, 0.6, 1.1], [-0.9, -1.8, 0.6], [-0.3, -0.5, -0.3], [0.1, 0.5, -0.7], [0.8, -0.5, 0.4], [1.2, -0.4, -0.2], [-0.7, 0.2, 0.0], [0.2, -0.2, -0.4], [0.4, 0.1, 0.7], [-0.3, -0.6, -0.2], [0.4, 1.6, 1.6], [-0.2, 0.2, 0.5], [0.2, -0.6, 0.3], [-0.1, 0.2, 0.1], [-0.4, -0.4, 0.5], [-0.3, -0.1, -0.1], [1.0, -0.2, 0.0], [-0.2, 0.2, -0.1], [0.1, 0.6, 0.2], [0.2, 0.6, -0.3], [-0.2, -0.2, -0.2], [-0.7, 0.1, 0.2], [0.2, -0.3, 0.1], [0.0, -0.2, 0.0], [0.5, -0.2, -0.4], [0.0, 0.2, 0.0], [-0.4, 0.3, -0.1], [0.0, -0.4, 0.0], [-0.2, -0.1, 0.1]],
  "mulliken_charge": [-0.6670, -0.6239, -0.6509, -0.2096, -0.2136, -0.1879, -0.6546, -0.5584, -0.5576, 0.0988, -0.7395, -0.0869, -0.2976, -0.5986, -0.7655, -0.3119, -0.4143, -0.1789, -0.1817, -0.2091, -0.1913, 0.0479, 0.6274, 0.3112, 0.5097, 0.3258, -0.5326, -1.5644, -1.5700, -0.6453, 1.6633, 1.3784, 0.3304, 0.4667, 0.4017, 0.4631, 0.4612, 0.4261, 0.4802, 0.4976, 0.3843, 0.3855, 0.2368, 0.4090, 0.3813, 0.3516, 0.6742, 0.4102, 0.4125, 0.4763]
}